The following is a quantum chemistry calculation of a structure of composition C39H51ClMoO4P4, from OMol25.

CARTESIAN COORDINATES (ANGSTROEM)
P (1.70086, 1.23200, -4.42189)
C (3.21750, 1.61674, -3.59010)
C (4.13024, 0.92397, -4.43707)
H (3.71293, 0.11908, -5.06274)
C (5.42072, 1.37265, -4.57726)
H (6.05522, 0.89148, -5.32846)
C (5.86395, 2.41759, -3.76169)
H (6.88336, 2.75319, -3.87803)
C (5.02710, 3.00716, -2.80652)
H (5.42308, 3.80929, -2.17094)
C (3.69033, 2.60495, -2.67999)
H (3.03855, 3.03496, -1.90735)
C (1.15268, -0.46498, -4.13232)
C (1.80699, -1.55111, -3.49224)
H (2.62987, -1.37466, -2.77575)
C (1.42769, -2.84629, -3.83113)
H (1.95727, -3.69962, -3.40741)
C (0.40311, -3.07198, -4.75913)
H (0.13763, -4.07606, -5.04951)
C (-0.29763, -2.00531, -5.31807)
H (-1.08900, -2.14731, -6.05568)
C (0.02441, -0.71326, -4.95625)
H (-0.47961, 0.15719, -5.39896)
C (0.39806, 2.46567, -4.05723)
C (0.66373, 3.17591, -5.25415)
H (1.56611, 2.85433, -5.81414)
C (-0.19760, 4.14025, -5.72373)
H (0.03908, 4.60718, -6.68124)
C (-1.30914, 4.47119, -4.94770)
H (-1.96487, 5.24198, -5.31605)
C (-1.57113, 3.83605, -3.72930)
H (-2.44239, 4.13778, -3.13763)
C (-0.73135, 2.81059, -3.26425)
H (-0.92349, 2.34372, -2.28337)
Mo (0.25469, 0.29478, 1.35227)
C (-1.39347, -1.08221, 1.02210)
C (-1.82477, -1.35707, -0.25518)
H (-1.88983, -1.58382, 1.85911)
C (-1.18231, -0.59955, -1.41004)
O (-2.16806, 0.18117, -2.09933)
H (-1.88075, 0.58354, -2.94372)
C (-0.20335, 0.23315, -0.67939)
H (-0.60148, -1.21061, -2.14421)
C (0.77525, 1.04277, -0.28758)
Cl (2.14724, 1.50489, 2.26501)
P (-1.23934, 2.01207, 1.86034)
P (1.63170, -1.70409, 1.66749)
C (-0.67262, 2.97987, 3.26517)
H (0.37365, 3.25574, 3.11404)
H (-0.72555, 2.36858, 4.17025)
H (-1.29722, 3.87221, 3.36030)
C (-1.58839, 3.20141, 0.54991)
H (-2.21849, 2.74204, -0.22471)
H (-0.65371, 3.53755, 0.07952)
H (-2.10774, 4.06664, 0.98619)
C (-2.83067, 1.31771, 2.33802)
H (-2.68739, 0.48274, 3.03789)
H (-3.33760, 0.93811, 1.44362)
H (-3.43102, 2.10832, 2.80410)
C (2.36747, -1.67379, 3.31369)
H (1.63106, -2.00969, 4.04798)
H (2.65477, -0.64831, 3.56176)
H (3.24716, -2.32292, 3.33798)
C (0.77443, -3.29161, 1.59371)
H (0.34623, -3.43903, 0.59479)
H (-0.04725, -3.28240, 2.32132)
H (1.47137, -4.10916, 1.82273)
C (3.01804, -1.83063, 0.51496)
H (3.53877, -0.86436, 0.44872)
H (2.65858, -2.10630, -0.48786)
H (3.71741, -2.59915, 0.87754)
P (-3.18345, -2.47391, -0.56674)
C (-3.51986, -3.31164, 0.98873)
C (-2.64670, -3.63310, -1.84235)
H (-3.69613, -2.56917, 1.78755)
H (-2.66001, -3.95581, 1.25152)
H (-4.42571, -3.91857, 0.81977)
H (-2.28518, -3.07618, -2.72956)
H (-3.52362, -4.25566, -2.09928)
H (-1.83372, -4.26339, -1.43398)
C (-4.59581, -1.51663, -1.13754)
H (-4.99688, -0.93020, -0.29140)
H (-5.35191, -2.23003, -1.51040)
H (-4.24483, -0.83442, -1.93366)
H (1.57082, 1.31970, -0.98321)
O (1.09611, 0.99446, 6.20589)
C (0.31412, 0.23645, 6.96655)
C (0.45168, 0.29229, 8.37283)
C (-0.32840, -0.53067, 9.17360)
C (-1.26083, -1.41209, 8.60114)
C (-1.42173, -1.45755, 7.21282)
C (-0.65601, -0.64442, 6.37514)
C (-0.83306, -0.67714, 4.88660)
O (-1.70232, -1.38748, 4.33953)
O (-0.00530, 0.09551, 4.24348)
H (0.77788, 0.73704, 5.21258)
H (1.18557, 0.98595, 8.78946)
H (-0.20749, -0.48443, 10.25532)
H (-1.86506, -2.06237, 9.23743)
H (-2.14332, -2.11941, 6.73705)

Atoms 1-3, force components in eV/Å:
-1.3 -0.3 4.3
0.6 -0.6 -0.4
-0.4 0.5 -0.1

Properties
**Highest occupied orbital energy (alpha / beta)**: -10.53 / -10.53 eV
**Energy above the lowest of the compared OMol25 structures with the same formula, charge and spin**: 78.5 kcal/mol
**Orbital gap (alpha / beta)**: 4.7059 / 2.1278 eV
**Multiplicity**: 3
**F_max**: 4.9 eV/Å
**Electronic energy**: -3710.83132 a.u.
**Charge**: +2
**Lowest unoccupied orbital energy (alpha / beta)**: -5.8213 / -8.3995 eV

***

The following is a quantum chemistry calculation of a cluster of 2 separate species, C3H9NO in total, from OMol25.

CARTESIAN COORDINATES (ANGSTROEM)
C (0.07884, 0.01422, -0.95661)
C (-0.97561, 0.61391, -0.39472)
C (0.00319, -1.30546, -1.65976)
N (0.41400, 0.43076, 2.83961)
O (1.33791, 0.57013, -0.91919)
H (1.28786, 1.44396, -0.49672)
H (0.71702, -0.25975, 2.15040)
H (-0.60280, 0.36685, 2.85874)
H (0.63332, 1.33784, 2.43438)
H (-0.89820, 1.57044, 0.10992)
H (-1.96157, 0.15917, -0.43395)
H (-0.91364, -1.84873, -1.40864)
H (0.85117, -1.93886, -1.37989)
H (0.02852, -1.15447, -2.74355)

Atoms 1-3, force components in eV/Å:
-0.5 0.5 0.5
0.0 -0.2 -0.2
0.3 -0.1 0.0

Properties
**Highest occupied orbital energy**: -8.98 eV
**Energy above the lowest of the compared OMol25 structures with the same formula, charge and spin**: 24.8 kcal/mol
**Orbital gap**: 9.7106 eV
**Multiplicity**: 1
**F_max**: 0.9 eV/Å
**Electronic energy**: -249.67414 a.u.
**Lowest unoccupied orbital energy**: 0.7271 eV

***

The following is a quantum chemistry calculation of the molecule CH3NOP2S, from OMol25.

CARTESIAN COORDINATES (ANGSTROEM)
C (0.97770, 0.89451, 0.69161)
N (-0.14428, 1.47705, 0.48602)
O (-0.56025, -1.40412, 0.75732)
P (1.55888, -0.54772, -0.10746)
P (-1.67372, -1.08015, -0.26527)
S (-1.37387, 1.10522, -0.47533)
H (1.58401, 1.30459, 1.49997)
H (0.67586, -0.44651, -1.14829)
H (-1.04432, -1.30288, -1.43856)

Atoms 1-3, force components in eV/Å:
1.0 -0.1 0.6
-1.3 0.0 -1.0
0.1 0.0 -0.3

Properties
**Highest occupied orbital energy (alpha / beta)**: -7.58 / -8.83 eV
**Energy above the lowest of the compared OMol25 structures with the same formula, charge and spin**: 16.0 kcal/mol
**Orbital gap (alpha / beta)**: 7.9203 / 5.9008 eV
**Multiplicity**: 3
**F_max**: 3.1 eV/Å
**Electronic energy**: -1250.65783 a.u.
**Lowest unoccupied orbital energy (alpha / beta)**: 0.3365 / -2.9309 eV

***

The following is a quantum chemistry calculation of a cluster of 2 separate species, C2H4O2 in total, from OMol25.

CARTESIAN COORDINATES (ANGSTROEM)
O (-1.41503, -0.81421, -2.97557)
C (-1.14295, -1.96210, -2.63264)
H (-0.24078, -2.52390, -2.97315)
H (-1.89051, -2.52920, -2.02848)
O (1.17666, 2.05764, 1.45433)
C (1.15999, 1.96831, 2.66469)
H (1.56257, 1.04017, 3.13577)
H (0.79006, 2.76329, 3.35506)

Atoms 1-3, force components in eV/Å:
1.0 -2.2 0.6
-1.2 1.6 -0.8
-0.2 0.5 0.2

Properties
**Highest occupied orbital energy**: -10.22 eV
**Energy above the lowest of the compared OMol25 structures with the same formula, charge and spin**: 58.3 kcal/mol
**Orbital gap**: 11.0231 eV
**Multiplicity**: 1
**F_max**: 2.5 eV/Å
**Electronic energy**: -229.01362 a.u.
**Lowest unoccupied orbital energy**: 0.8032 eV

***

The following is a quantum chemistry calculation of the molecule C23H34N2OS2, from OMol25.

CARTESIAN COORDINATES (ANGSTROEM)
C (-1.40194, -3.65776, 0.84639)
H (-1.88971, -4.61044, 1.03948)
H (-1.10359, -3.62515, -0.19782)
H (-2.11640, -2.85861, 1.03288)
C (-0.17766, -3.50188, 1.74731)
C (0.48323, -2.16344, 1.54447)
N (0.81841, -1.84233, 0.30213)
C (1.47562, -0.72723, 0.05546)
C (1.89128, 0.14430, 1.07672)
C (1.46330, -0.14961, 2.36454)
C (0.75053, -1.31054, 2.60922)
H (0.42317, -1.55810, 3.60641)
H (1.71782, 0.52927, 3.16538)
C (2.71472, 1.35892, 0.84865)
O (2.38792, 2.44872, 1.28042)
C (3.97129, 1.15857, 0.13661)
C (4.75483, 2.13454, -0.42683)
C (5.94107, 1.63089, -0.98286)
C (6.06091, 0.28362, -0.81804)
S (4.72353, -0.39980, 0.00116)
H (6.86602, -0.35205, -1.13051)
H (6.67772, 2.23766, -1.47791)
H (4.46094, 3.16828, -0.43943)
S (1.77984, -0.31351, -1.63019)
C (0.91112, -1.65538, -2.51511)
C (-0.47211, -1.24530, -3.00218)
C (-1.34176, -0.74086, -1.85408)
H (-0.93357, 0.21127, -1.51597)
C (-2.80423, -0.54673, -2.23391)
H (-2.88810, 0.25174, -2.97457)
C (-3.69199, -0.21581, -1.03117)
C (-3.37902, 1.12635, -0.35804)
C (-2.39455, 1.03565, 0.80809)
C (-2.09592, 2.42096, 1.38712)
N (-1.71827, 3.38619, 0.36779)
C (-0.39932, 3.13613, -0.17735)
H (-0.19935, 3.86281, -0.96405)
H (0.39591, 3.21026, 0.57822)
H (-0.36213, 2.14314, -0.61886)
C (-1.80953, 4.74142, 0.86769)
H (-2.82694, 4.93481, 1.20651)
H (-1.57720, 5.43291, 0.05869)
H (-1.11655, 4.93613, 1.70147)
H (-3.00527, 2.79715, 1.86492)
H (-1.31651, 2.32937, 2.16609)
H (-1.46654, 0.55814, 0.49924)
H (-2.82155, 0.41947, 1.60409)
H (-2.98393, 1.82637, -1.09395)
H (-4.30611, 1.55654, 0.02745)
H (-3.61291, -1.01985, -0.29528)
H (-4.72676, -0.19889, -1.38159)
H (-3.17708, -1.46566, -2.69567)
H (-1.28068, -1.45087, -1.02827)
H (-0.38174, -0.46933, -3.76570)
H (-0.93482, -2.12074, -3.46655)
H (1.56064, -1.92379, -3.34768)
H (0.85311, -2.47477, -1.80030)
C (0.84287, -4.60717, 1.46291)
H (1.69911, -4.51752, 2.12808)
H (0.38948, -5.58479, 1.60830)
H (1.19392, -4.53143, 0.43682)
H (-0.49462, -3.57221, 2.79309)

Atoms 1-3, force components in eV/Å:
0.1 0.1 0.2
-0.1 -0.1 0.0
0.0 0.0 -0.1

Properties
**Highest occupied orbital energy**: -8.04 eV
**Energy above the lowest of the compared OMol25 structures with the same formula, charge and spin**: 3.9 kcal/mol
**Orbital gap**: 7.9275 eV
**Multiplicity**: 1
**F_max**: 0.8 eV/Å
**Electronic energy**: -1877.93529 a.u.
**Lowest unoccupied orbital energy**: -0.1114 eV

***

The following is a quantum chemistry calculation of the molecule C4H9FS, from OMol25.

CARTESIAN COORDINATES (ANGSTROEM)
C (-2.27795, -0.56308, -0.35279)
C (-1.01410, -0.03340, 0.26111)
C (1.32408, 1.01420, -0.14755)
C (2.22532, -0.15586, 0.27198)
H (-3.31937, 0.07577, -0.72222)
H (-2.78908, -1.18197, 0.44663)
H (-2.00269, -1.21136, -1.19875)
H (-0.63239, -0.92520, 0.76243)
H (-1.40982, 0.91352, 0.93481)
H (1.88632, 1.69628, -0.77801)
H (0.84999, 1.33924, 0.77255)
H (1.43390, -0.72956, 0.72643)
H (3.16176, 0.24005, 0.88772)
F (2.61116, -0.93976, -0.82616)
S (-0.04713, 0.46113, -1.03818)

Atoms 1-3, force components in eV/Å:
-4.7 -0.8 -0.3
-3.4 2.0 2.1
2.0 -0.4 0.0

Properties
**Highest occupied orbital energy**: -8.61 eV
**Energy above the lowest of the compared OMol25 structures with the same formula, charge and spin**: 57.8 kcal/mol
**Orbital gap**: 9.5899 eV
**Multiplicity**: 1
**F_max**: 4.8 eV/Å
**Electronic energy**: -655.77172 a.u.
**Lowest unoccupied orbital energy**: 0.9777 eV

***

The following is a quantum chemistry calculation of the molecule C2H5IO, from OMol25.

CARTESIAN COORDINATES (ANGSTROEM)
C (0.10846, 0.89951, 0.17990)
C (-0.32834, -0.56823, 0.14840)
O (0.76586, -1.44441, 0.16516)
I (-1.59699, -1.01768, -1.54509)
H (0.51874, 1.28420, -0.79441)
H (-0.81509, 1.57466, 0.22655)
H (0.68610, 1.30345, 0.95461)
H (-0.85250, -0.87819, 1.02761)
H (1.51376, -1.15331, -0.36272)

Atoms 1-3, force components in eV/Å:
-3.0 1.7 -2.7
2.1 0.3 0.2
0.0 -0.3 0.2

Properties
**Highest occupied orbital energy**: -9.46 eV
**Energy above the lowest of the compared OMol25 structures with the same formula, charge and spin**: 4.7 kcal/mol
**Orbital gap**: 10.0603 eV
**Multiplicity**: 1
**F_max**: 4.4 eV/Å
**Electronic energy**: -452.11472 a.u.
**Lowest unoccupied orbital energy**: 0.5955 eV